The following is a DFT calculation (ωB97M-V/def2-TZVPD) of a 9-piece molecular cluster, C46H99F12N6O16 overall at a distorted geometry.

## Properties
E_HOMO in eV: -5.896
Frontier orbital gap in Ha: 0.120
LUMO level in eV: -2.6
Charge: +1
Spin multiplicity: 1

Geometry (Å):
C 0.548 1.785 -2.674
H -2.202 4.072 5.725
C -2.615 -5.335 -0.703
C -5.808 -0.308 1.157
C 8.330 -0.282 -2.017
H -6.061 1.529 3.617
F 1.274 -3.901 3.395
H -5.837 -0.514 -5.627
H -1.501 -1.734 -6.294
H -0.339 1.773 4.251
H -5.720 -1.527 -7.018
O 8.536 1.141 -0.042
C 1.769 -4.205 -1.088
H -1.734 -6.144 -6.437
H 0.818 1.944 -1.630
H 6.264 -0.059 -2.190
O 4.925 0.613 -3.000
H -5.783 4.757 0.622
C -1.837 -1.595 -5.266
F -4.590 9.733 0.963
H -3.487 -0.541 -4.289
H -2.907 -0.476 0.863
C 4.016 -1.641 1.250
H 4.220 2.284 -0.236
F -2.086 -6.143 0.217
H -1.849 3.556 4.038
H 4.946 -3.196 -0.643
H -4.847 2.309 2.704
H -2.467 -2.715 -3.800
C 4.134 1.703 -2.388
H -4.680 5.017 -0.781
C -2.568 3.524 4.857
O -4.495 7.433 -1.152
C -5.055 -4.126 2.934
H 8.634 2.401 1.489
C -5.373 -1.641 1.220
H 5.074 0.903 -0.520
C 5.025 0.493 -4.416
N 0.003 1.310 5.081
N -1.248 -0.366 -0.513
H 0.511 -3.251 -5.727
F 2.861 1.461 -5.110
H 8.811 3.217 -0.061
H 0.779 0.443 -0.112
H -3.470 3.995 4.466
H -5.673 -2.484 0.615
C -5.148 -0.823 -6.413
H -0.169 1.402 7.119
C 1.524 -2.568 5.980
N -2.124 -2.989 -4.710
H -0.526 1.286 1.623
H 3.002 1.408 3.240
C 9.082 2.322 0.499
N -4.564 -1.810 2.336
F -2.467 -5.910 -1.884
H -1.941 1.481 2.377
H 3.097 1.371 -2.340
O -2.058 2.217 0.414
H 10.171 2.321 0.442
C -4.947 9.857 -0.261
H 4.177 2.720 -2.778
H -2.857 0.186 -5.686
H -0.231 0.332 4.983
H -0.438 -6.250 -7.552
H 2.700 -4.622 -0.704
C 1.971 1.620 3.525
H 1.719 -0.391 -2.186
H 9.835 1.100 -1.598
H -0.835 -3.074 4.911
H 1.859 2.532 5.458
F 0.913 -2.252 2.222
H -3.119 8.559 -0.887
O 6.179 -0.327 -4.706
H -1.608 0.360 -1.117
F -0.553 -3.763 2.364
C 0.313 -3.065 3.074
O -0.576 -3.867 -1.094
H -4.671 -4.920 3.574
H -5.997 7.428 0.368
C -4.534 -0.596 2.950
H -3.166 -3.300 2.146
H -2.811 3.705 1.443
C 8.755 1.051 -1.462
H 0.452 -1.559 -2.494
H 1.793 -4.445 -2.151
H 5.798 2.407 -0.974
O -4.036 -1.571 -6.020
H -6.002 -3.757 3.327
H -0.352 2.992 6.356
C -1.971 3.535 0.769
C -1.845 -0.240 0.929
H -6.435 2.040 1.923
C 1.541 1.580 5.035
C 6.572 -2.016 -1.485
H 6.609 -2.364 -2.518
H -4.547 6.904 0.964
O -0.914 -4.318 -6.995
C -5.578 5.357 -0.264
C -3.960 -3.005 2.833
H 1.373 1.984 -3.358
F -3.992 -5.314 -0.522
H 1.719 -0.944 7.343
H 8.250 -0.309 -3.103
H -2.948 -3.379 -5.144
O 0.016 0.427 -2.898
H 0.229 -5.723 -0.467
H -2.067 4.156 -0.122
H 1.802 -3.116 -1.127
H 0.625 -4.926 -5.751
H 2.151 -3.293 5.462
H -2.559 2.116 7.235
H 3.984 -0.910 2.059
H 2.958 -2.084 7.596
C -4.141 8.800 -1.179
F 2.823 -0.478 -4.382
O -2.455 -2.854 -1.476
H 7.349 -2.543 -0.931
H -0.101 2.658 -2.744
O -4.065 8.925 -2.564
H -2.302 0.595 6.418
H -6.391 5.365 -0.990
H -1.020 3.758 1.253
H 8.910 -1.144 -1.685
F 3.508 -0.184 -6.337
C 2.352 -1.647 6.801
H -3.405 -2.822 3.753
C 1.785 2.987 1.585
H -0.402 -3.604 -3.736
H 0.599 -1.306 -0.052
C 0.420 -4.650 -0.424
F -6.309 9.857 -0.267
C 0.319 -0.412 -0.608
F -4.600 11.140 -0.497
H -1.401 -0.921 1.655
H -6.430 0.296 0.512
O -2.863 2.164 5.219
H 2.000 0.716 5.515
H 3.126 -1.662 0.621
O 1.207 2.557 2.842
H -3.897 -0.442 3.808
O 0.755 -1.723 5.093
C -0.649 1.944 6.305
C 0.644 -0.554 -2.118
C -3.075 -0.796 -5.266
C -0.322 -2.291 4.353
H 1.195 3.777 1.120
H -2.095 -5.805 -8.087
H 4.482 -1.569 -1.276
C -0.123 -4.134 -5.799
H 5.374 1.511 -4.588
H 1.760 2.231 0.800
H 0.872 -3.099 6.674
C -5.687 1.623 2.597
C -2.159 1.671 6.323
H -1.107 -1.169 -4.579
H 3.015 -1.047 6.178
H 8.146 1.792 -1.979
C 4.860 1.854 -1.007
H 2.718 3.504 1.809
C -5.116 6.880 0.035
N -5.339 0.293 2.299
H -1.938 -3.476 0.309
H -4.880 -0.059 -7.143
H 0.429 -4.319 0.615
C 3.556 0.301 -5.094
H 1.608 0.661 3.154
C -1.996 -3.889 -0.698
O 5.323 -1.562 0.556
H 6.814 -0.196 -0.688
H -1.690 -1.221 -0.818
C 5.226 -2.146 -0.726
C -1.028 -4.002 -4.535
C -1.328 -5.662 -7.326
C -1.587 1.191 1.388
N 6.924 -0.569 -1.620
H 3.950 -2.585 1.790
O -1.193 -1.271 4.189
H -1.515 -4.890 -4.132
H -5.310 -4.511 1.947

Atom charges from the Mulliken analysis, given in e for atoms 1 to 8:
1 C -0.589
2 H 0.472
3 C 0.486
4 C -0.780
5 C -0.668
6 H 0.408
7 F -0.323
8 H 0.311